DFT (the ωB97M-V functional and the def2-TZVPD basis) results for a cluster of 6 separate species, C32H42F3N8O3S in total.

Summary:
- Calculated total energy: -2605.731361 a.u.
- Charge: +1
- Highest occupied orbital energy: -9.4 eV
- LUMO: -0.2069 Eh

Geometry (Å):
C 0.17828 -7.14010 0.34361
C -0.13152 -5.65853 0.57064
C 0.90778 -4.74025 -0.02985
O 1.09252 -4.90436 -1.43452
C 0.01454 -4.61629 -2.28136
C -0.35833 -3.14533 -2.23633
C -1.19596 -2.68178 -1.24257
C -1.49938 -1.32824 -1.15576
C -2.33240 -0.74865 -0.05931
C -1.48818 -0.33568 1.15131
C -0.18387 0.38786 0.99073
N -1.99512 -0.65711 2.26500
N -0.99027 -0.53644 -2.09726
N -0.21866 -0.90610 -3.09148
C 0.09897 -2.16667 -3.14965
S 1.18333 -2.47138 -4.58046
O 0.81953 -3.69676 -5.20591
O 1.26250 -1.25266 -5.31089
C 2.84061 -2.61227 -3.74368
F 2.83391 -3.49273 -2.75534
F 3.06924 -1.38853 -3.23670
F 3.74285 -2.91905 -4.65584
H -0.20783 -7.73070 1.17267
H -0.30968 -7.51731 -0.55373
H 1.24750 -7.32712 0.26154
H -0.22255 -5.43012 1.63340
H -1.12351 -5.45400 0.16369
H 0.72534 -3.68951 0.23226
H 1.87999 -4.98018 0.39936
H -0.88395 -5.19659 -2.04464
H 0.31383 -4.90124 -3.28582
H -1.61296 -3.36268 -0.50937
H -2.87566 0.12700 -0.42319
H -3.01488 -1.51730 0.28639
H -0.30817 1.46543 1.10750
H 0.34045 0.20402 0.05398
H 0.48612 0.06086 1.78497
H -1.38529 -0.38782 3.03808
H -1.19894 0.45626 -2.08091
N -1.57192 4.64220 0.74527
C -2.07101 4.06196 1.88544
C -2.35118 5.06412 2.77356
C -2.01302 6.29345 2.14583
C -1.53717 6.00153 0.89773
H -1.27341 4.15628 -0.07815
H -2.18328 2.99409 1.97388
H -2.75363 4.93274 3.76417
H -2.10476 7.28129 2.56660
H -1.17845 6.64137 0.11046
N -3.30924 -3.38960 2.39020
C -3.83303 -4.07667 1.32600
C -3.94547 -5.39629 1.68007
C -3.47320 -5.51004 3.01309
C -3.09554 -4.25611 3.42227
H -3.11655 -2.39524 2.39738
H -4.10364 -3.57188 0.41109
H -4.33296 -6.18799 1.06011
H -3.42698 -6.40676 3.60723
H -2.69507 -3.91294 4.36066
N 4.93290 -0.79914 -0.82376
C 6.16304 -0.58661 -0.26896
C 5.97478 -0.07040 0.98489
C 4.57311 0.03262 1.19612
C 3.95829 -0.42610 0.06180
H 4.76805 -1.16953 -1.73839
H 7.06386 -0.81566 -0.81082
H 6.75365 0.20606 1.67452
H 4.07855 0.40228 2.07885
H 2.91468 -0.51861 -0.19110
N 4.92531 0.89969 -4.33587
C 6.24181 0.63519 -4.06457
C 6.84236 1.81537 -3.72005
C 5.85085 2.83162 -3.78852
C 4.67968 2.23615 -4.17189
H 4.24717 0.22168 -4.62565
H 6.63778 -0.36362 -4.14210
H 7.87765 1.93990 -3.45186
H 5.98571 3.87967 -3.58210
H 3.69925 2.64662 -4.34143
N -4.91052 8.22142 3.38981
C -5.95789 8.38262 4.25546
C -6.16195 9.72593 4.42050
C -5.20054 10.40216 3.62074
C -4.44487 9.44682 2.99656
H -4.53968 7.33905 3.08763
H -6.46615 7.53322 4.67798
H -6.91595 10.17579 5.04379
H -5.08016 11.46705 3.51616
H -3.62141 9.53527 2.30878

DFT (the ωB97M-V functional and the def2-TZVPD basis) results for a structure of composition C17H30BN4O2Sn.

Summary:
- Calculated total energy: -1274.342092 a.u.
- Charge: +1
- Highest occupied orbital energy: -9.7 eV
- LUMO: -0.0847 Eh

Geometry (Å):
Sn 0.61420 -1.02844 -0.01708
C 0.01644 2.48110 0.44525
C 1.47561 2.25755 0.08750
N 1.98372 0.98289 0.64015
C 2.17047 1.00278 2.09862
C 0.93810 0.58010 2.87048
C 0.77584 0.87297 4.21512
C -0.35750 0.40079 4.85910
C -1.29293 -0.34039 4.15271
C -1.05523 -0.58702 2.81052
C -1.99144 -1.42834 1.96899
N -1.81526 -1.23047 0.52053
C -2.64182 -0.13599 -0.03433
C -2.12528 1.23283 0.37820
N -0.76507 1.38694 -0.10593
N 0.03345 -0.12829 2.20457
H -0.29498 3.46580 0.07854
H -0.12579 2.49040 1.52861
H 2.08191 3.09973 0.43662
H 1.57403 2.18944 -0.99690
H 2.88317 0.79358 0.21174
H 2.48444 1.99460 2.44027
H 2.97699 0.30872 2.34606
H 1.51638 1.45866 4.74311
H -0.51382 0.61347 5.90822
H -2.18751 -0.71536 4.63152
H -3.02488 -1.22418 2.26691
H -1.79488 -2.47949 2.19088
H -2.08022 -2.09149 0.05437
H -3.68787 -0.24952 0.26698
H -2.59364 -0.22778 -1.12163
H -2.11390 1.33025 1.46623
H -2.81239 1.99990 0.00263
H -0.75978 1.44311 -1.11993
C 1.28194 -1.97729 -5.31278
C 0.62034 -0.87393 -4.51432
C -0.68383 -0.44846 -5.16983
O 0.27141 -1.40130 -3.19552
B 0.47496 -0.41232 -2.26836
O 1.08371 0.69702 -2.82358
C 1.55238 0.31839 -4.16081
C 3.00982 -0.08154 -4.00301
C 1.42655 1.51745 -5.07668
H 0.55810 -2.76677 -5.51325
H 2.12270 -2.41618 -4.78074
H 1.63662 -1.59436 -6.27171
H -1.36555 -1.29843 -5.17418
H -0.52804 -0.12971 -6.20070
H -1.15818 0.36759 -4.62283
H 3.11984 -0.94799 -3.34917
H 3.55950 0.75297 -3.56691
H 3.46228 -0.32002 -4.96553
H 0.41463 1.91558 -5.08687
H 1.70293 1.24749 -6.09766
H 2.10244 2.30627 -4.74607

DFT (the ωB97M-V functional and the def2-TZVPD basis) results for a structure of composition C26H51N3O17V.

Summary:
- Calculated total energy: -3408.477049 a.u.
- Charge: -1
- Highest occupied orbital energy: -4.2 eV
- LUMO: 0.0176 Eh

Geometry (Å):
O -1.51670 -2.10715 -2.81628
V -2.07216 -0.70906 -2.33766
O -3.13404 0.00690 -3.26464
O 2.92530 -2.43592 2.34596
C 2.58446 -1.26182 2.94866
O 2.99094 -0.96904 4.08788
O 1.88719 -0.37093 2.33511
H 2.33767 -2.43240 1.57595
C 0.78071 0.50901 0.12553
C -0.50805 -0.29321 0.27630
O -1.62747 0.23307 -0.41747
H 0.79185 1.55332 0.44212
H 1.20492 0.35277 -0.86827
H 1.45028 0.10244 0.89401
H -0.71718 -0.29279 1.35005
H -0.25736 -1.27032 -0.15244
C -2.89687 -4.89447 3.23107
O -1.96117 -4.78298 2.17024
C -0.93770 -3.83441 2.30880
C 0.39625 -4.38721 2.88563
O 1.02440 -5.25202 1.94083
C 1.89170 -4.51280 1.11317
H -3.33101 -3.89923 3.37336
H -2.46909 -5.20533 4.18816
H -3.64215 -5.61063 2.89539
H -1.32533 -2.93767 2.80376
H -0.82761 -3.52539 1.26462
H 0.13526 -4.97954 3.76420
H 1.06114 -3.59775 3.24009
H 2.36572 -5.17316 0.38439
H 2.72054 -4.04975 1.65836
H 1.43458 -3.72464 0.50512
C 2.99886 -2.83550 -3.07746
O 3.61605 -1.56303 -3.03450
C 4.32161 -1.24881 -1.85920
C 4.32602 0.33102 -1.87397
O 5.11848 0.81781 -0.82228
C 4.51390 0.66550 0.46622
H 3.75633 -3.56540 -2.77898
H 2.65596 -3.14533 -4.06624
H 2.08689 -2.95565 -2.48491
H 5.38639 -1.48458 -1.93044
H 3.86680 -1.59979 -0.93231
H 3.29880 0.69419 -1.95156
H 4.84815 0.48673 -2.81937
H 4.48837 -0.39114 0.75575
H 3.44250 0.87802 0.44805
H 5.12001 1.24828 1.14943
C -0.02434 -1.13648 5.47564
O 0.50164 -0.08792 5.19117
N -1.00531 -1.64093 4.67827
C -1.57845 -0.90546 3.58351
C -1.54385 -2.94849 4.98476
H 0.18641 -1.76059 6.35879
H -0.81795 -0.19967 3.24297
H -2.51922 -0.41228 3.85095
H -1.84312 -1.56376 2.75328
H -1.42087 -3.56459 4.08814
H -1.11320 -3.49439 5.82217
H -2.61079 -2.87216 5.23103
C -0.78438 2.43979 2.49786
O 0.19428 2.05662 3.08613
N -1.36285 3.66935 2.57305
C -2.46318 3.94918 1.71607
C -0.72281 4.81528 3.18082
H -1.36679 1.80413 1.81028
H -3.24125 4.49961 2.26340
H -3.11682 3.14556 1.37223
H -2.09110 4.54965 0.88046
H -0.47383 5.68920 2.57451
H -1.37060 5.30684 3.92119
H 0.10058 4.53148 3.83280
C 0.63514 0.43186 -3.98878
O -0.29114 0.42716 -3.18814
N 0.65413 1.28220 -5.03795
C 1.82693 1.52684 -5.84062
C -0.51546 2.07371 -5.36071
H 1.57591 -0.13662 -3.97917
H 1.50259 1.39706 -6.87545
H 2.67245 0.92567 -5.51373
H 2.13583 2.57202 -5.74541
H -1.44064 1.77740 -4.87787
H -0.31488 3.12527 -5.13323
H -0.61029 2.07936 -6.45021
C -2.56820 4.62952 -4.02253
C -3.78809 4.10263 -4.07379
C -4.26719 3.02288 -3.18441
O -5.36712 2.52591 -3.25204
C -3.30080 2.70281 -2.08856
C -2.09322 3.29801 -1.98538
C -1.57885 4.29803 -2.94987
O -0.49421 4.82733 -2.95300
O -1.20779 2.88825 -1.05986
O -4.66419 4.50371 -5.02629
H -2.28342 5.40284 -4.72300
H -3.45630 2.02429 -1.25922
H -1.49553 1.98851 -0.76922
H -5.38202 3.85309 -5.07124

DFT (the ωB97M-V functional and the def2-TZVPD basis) results for a structure of composition C46H42ClNOP2TaTe.

Summary:
- Calculated total energy: -3374.953129 a.u.
- Charge: +3
- Highest occupied orbital energy (alpha / beta): -14.8 / -14.8 eV
- LUMO (alpha / beta): -0.3823 / -0.3824 Eh

Geometry (Å):
Ta 1.30711 0.16401 1.06275
C 4.98529 -0.94443 -0.44563
C 4.46833 0.31765 0.17245
C 5.18894 0.98609 1.17714
C 4.74862 2.19543 1.67938
C 3.55910 2.77331 1.22274
C 2.83042 2.15407 0.21875
C 3.30343 0.92537 -0.32249
H 4.19592 -1.51083 -0.94125
H 5.48145 -1.57506 0.29115
H 5.72821 -0.69021 -1.20636
H 6.11337 0.55718 1.54439
H 5.33083 2.70904 2.43389
H 3.23791 3.72806 1.62113
H 1.98816 2.65553 -0.25689
H 2.90878 0.55823 -1.26229
Te -1.59871 -0.51422 -3.26240
C -1.25225 -2.43721 -4.03987
C -0.28523 -2.58329 -5.02387
C -0.08674 -3.85386 -5.55289
N -0.77948 -4.91950 -5.17097
C -1.73876 -4.75351 -4.26744
C -2.02850 -3.52797 -3.67788
C -0.71835 -0.59859 -1.43995
P -0.75417 0.81797 -0.39233
C -1.84630 0.66509 1.01783
C -2.62076 -0.42772 1.16404
C -3.17416 -0.85930 2.43271
C -2.94115 -0.13729 3.53012
C -2.26709 1.18720 3.47807
C -1.49629 1.54481 2.19458
C -1.12980 2.31298 -1.29583
C -2.41280 2.85005 -1.19909
C -2.75025 3.95968 -1.96170
C -1.80879 4.53283 -2.80508
C -0.52903 3.99322 -2.90392
C -0.18975 2.87958 -2.15699
P 0.57817 -1.60384 -0.75025
C 1.78200 -2.05149 -2.01464
C 2.21125 -3.37062 -2.15450
C 3.15836 -3.68845 -3.12084
C 3.68229 -2.69724 -3.93606
C 3.24114 -1.38291 -3.81141
C 2.28579 -1.06334 -2.86386
C -0.07163 -3.10475 -0.00894
C 0.78342 -3.89446 0.76769
C 0.31400 -5.06225 1.34557
C -1.01193 -5.43904 1.16662
C -1.86815 -4.64836 0.41366
C -1.39828 -3.48176 -0.17441
H 0.30616 -1.75223 -5.37881
H 0.65990 -4.01308 -6.32272
H -2.31513 -5.63449 -4.00943
H -2.85719 -3.44401 -2.99265
H -2.78167 -1.05827 0.29642
H -3.73836 -1.78047 2.47080
H -3.31236 -0.46480 4.49410
H -1.58853 1.29861 4.32950
H 0.41476 1.68449 3.09952
H -3.14441 2.40924 -0.53242
H -3.74699 4.37450 -1.89688
H -2.07134 5.40074 -3.39493
H 0.19696 4.43910 -3.57021
H 0.79987 2.44522 -2.26974
H 1.80511 -4.15153 -1.52653
H 3.48251 -4.71397 -3.23520
H 4.42114 -2.94846 -4.68543
H 3.62876 -0.61643 -4.47007
H 1.89812 -0.04996 -2.82426
H 1.82540 -3.61731 0.89103
H 0.97904 -5.68252 1.93156
H -1.37724 -6.35019 1.62085
H -2.90219 -4.94030 0.28502
H -2.06715 -2.85300 -0.74317
Cl 2.61864 0.10757 3.29006
C 1.57164 -1.27149 2.69128
H 0.76631 -1.44244 3.40147
H 2.22304 -2.13744 2.61782
C -0.61534 3.93216 1.36944
C -1.57422 3.04252 2.11260
O 0.01521 1.17705 2.36988
C -2.56094 3.47906 2.91390
C -2.92474 4.84376 3.23477
C -3.57438 5.07221 4.38781
C -3.92792 3.98708 5.30660
C -3.78477 2.70855 4.95677
C -3.29374 2.35905 3.58534
H 0.18973 3.36954 0.89293
H -0.15595 4.64145 2.06147
H -1.10309 4.51178 0.58516
H -2.61453 5.65775 2.59318
H -3.81960 6.08537 4.67796
H -4.33548 4.24778 6.27366
H -4.09894 1.91095 5.61928
H -4.17003 2.09092 2.97765

DFT (the ωB97M-V functional and the def2-TZVPD basis) results for a structure of composition C31H28F5N4O3SeV.

Summary:
- Expectation value of S²: 3.7654
- Calculated total energy: -5487.652530 a.u.
- Spin multiplicity: 4
- Charge: -1
- Highest occupied orbital energy (alpha / beta): -4.1 / -4.1 eV
- LUMO (alpha / beta): 0.0588 / 0.0581 Eh

Geometry (Å):
V -1.39427 0.43566 -0.39132
C -1.94471 2.54379 0.32739
C -2.23753 1.65318 1.39009
C -3.25106 0.75360 0.93879
C -3.58207 1.10397 -0.39688
C -2.77448 2.21443 -0.78048
C -2.81919 2.96204 -2.08027
C -4.63535 0.43211 -1.22692
C -3.95098 -0.29258 1.75498
C -1.65459 1.73891 2.77097
C -0.94450 3.65808 0.37365
H -3.36506 3.90545 -1.98168
H -3.31959 2.38380 -2.85914
H -1.81663 3.20391 -2.43967
H -5.63561 0.79211 -0.96775
H -4.62709 -0.64974 -1.08106
H -4.48909 0.61607 -2.29205
H -4.86038 0.10891 2.21373
H -3.31630 -0.67507 2.55315
H -4.23950 -1.14930 1.14340
H -2.05513 2.60352 3.30838
H -0.56642 1.83903 2.75682
H -1.90054 0.85653 3.36352
H -1.41109 4.59451 0.69529
H -0.49788 3.82859 -0.60719
H -0.12856 3.44068 1.06335
N 2.61490 1.22676 -1.65600
C 1.52358 0.54960 -1.26386
O 0.43626 1.12791 -1.14487
C 1.65882 -0.92744 -1.02012
C 1.09421 -1.34149 0.33445
H 2.55242 2.22350 -1.50042
H 3.50468 0.83907 -1.38161
H 2.70899 -1.21661 -1.06551
H 1.14009 -1.45480 -1.82614
H 1.39329 -0.61025 1.08888
H 1.49796 -2.31914 0.61003
O 0.06986 -6.57257 0.20894
N -0.60704 -6.28977 -0.76276
O -1.05555 -7.12918 -1.53371
C -0.90170 -4.88232 -1.01644
C -1.36439 -4.59579 -2.26123
C -1.65220 -3.26752 -2.64609
C -2.11195 -2.92080 -3.91473
C -2.30642 -1.59528 -4.24387
C -2.02748 -0.63403 -3.26537
N -1.59563 -0.90629 -2.05279
C -1.38789 -2.22682 -1.69809
C -0.87939 -2.52142 -0.45397
N -0.39789 -1.42458 0.37234
C -0.76322 -1.67609 1.76018
C -0.74255 -2.93078 2.22629
C -0.55434 -4.07043 1.36906
C -0.72595 -3.87471 0.02199
H -1.49957 -5.40333 -2.96681
H -2.30621 -3.70797 -4.63503
H -2.65715 -1.29006 -5.21848
H -2.16643 0.42048 -3.48318
H -0.92061 -0.79923 2.37002
H -0.92355 -3.09294 3.28249
H -0.41672 -5.04947 1.79136
F 7.87842 0.92577 4.02015
C 6.66964 1.18619 3.49627
C 5.70753 1.84764 4.23696
F 5.99225 2.23166 5.49199
C 4.46414 2.10527 3.69071
F 3.58927 2.74712 4.47561
C 4.10608 1.73486 2.39352
Se 2.39120 2.09302 1.67495
C 5.10810 1.07006 1.68890
F 4.89153 0.63797 0.42390
C 6.35934 0.79484 2.20782
F 7.27651 0.14516 1.47098